Density functional theory data (the ωB97M-V functional and the def2-TZVPD basis) for a cluster of 2 separate species, C5H8O in total at a distorted geometry.

Each line ends with the natural charge from an NBO analysis.
Atoms and positions in Å:
C (2.3533, 0.4846, -0.2092)  0.3643
C (-1.2831, 0.7957, -0.6783)  -0.4779
C (-0.9216, 0.8637, 0.7626)  -0.4746
C (-0.3283, -0.1246, -0.1044)  0.0754
C (-0.0815, -1.5680, -0.0599)  -0.6842
O (3.0239, -0.5187, -0.2140)  -0.4952
H (2.7216, 1.5873, -0.2720)  0.1283
H (-2.3808, 0.4200, -0.9010)  0.2194
H (-0.8726, 1.7301, -1.2202)  0.2275
H (-0.2031, 1.7052, 1.1842)  0.2141
H (-1.7725, 0.7240, 1.5965)  0.2093
H (-0.9472, -2.0117, 0.4710)  0.2203
H (0.7550, -1.9235, 0.6843)  0.2422
H (-0.0632, -2.1640, -1.0397)  0.2311

Cartesian forces (eV/Å) of the 2 atoms listed first:
C 0.8428 -1.9643 -0.2154
C -1.4760 1.7171 -1.7868

Its energy above the lowest of the compared OMol25 structures with the same formula, charge and spin is 6.0495 eV. For the LUMO energy (spin up / spin down), the calculation gives 0.0082 / 0.0146 Ha. For the HOMO-LUMO gap (spin up / spin down), the calculation gives 7.81 / 8.59 eV.